{"formula": "C9H12NO", "method": "the ωB97M-V functional and the def2-TZVPD basis", "total_charge": 1, "de_lowest_kcal_mol": 145.5, "gap_ev": [7.6, 7.6], "homo_ev": [-13.8437, -13.6382], "symbols": ["C", "C", "C", "C", "C", "C", "C", "C", "C", "N", "O", "H", "H", "H", "H", "H", "H", "H", "H", "H", "H", "H", "H"], "positions_angstrom": [[0.2873, 0.6814, 1.8387], [0.8750, -0.3462, 1.1070], [-0.5591, 0.9231, 0.7784], [0.6035, -1.6858, 0.8441], [0.3198, 0.1225, -0.1949], [-1.8543, 1.5403, 0.6270], [0.7620, -2.9359, 1.5058], [0.0397, 1.4324, -2.3950], [1.0459, 0.9069, -1.3161], [0.1706, -1.4078, -0.4312], [-0.6830, -1.9996, -1.1292], [0.4214, 0.9433, 2.8785], [-2.4131, 1.7804, 1.4877], [-2.4601, 0.8099, 0.1219], [-1.7376, 2.4320, -0.1416], [-0.0064, -3.0974, 2.2404], [1.7292, -3.0465, 1.9430], [0.8388, -3.8272, 0.9444], [-0.9400, 1.0182, -2.2582], [0.4774, 1.2515, -3.4186], [-0.2175, 2.5141, -2.4328], [1.6045, 1.6893, -0.8475], [1.6962, 0.3011, -1.7518]]}


{"formula": "C9H12NO2", "method": "the ωB97M-V functional and the def2-TZVPD basis", "total_charge": -1, "de_lowest_kcal_mol": 8.8, "gap_ev": 6.6, "homo_ev": -2.8878, "symbols": ["C", "C", "C", "C", "C", "C", "C", "C", "C", "N", "O", "O", "H", "H", "H", "H", "H", "H", "H", "H", "H", "H", "H", "H"], "positions_angstrom": [[-0.0172, -2.4493, -1.5983], [0.2326, -1.3465, -2.3003], [-0.2166, -2.4302, -0.1652], [-0.6469, 2.1018, 0.4542], [0.8534, 2.2242, 0.1878], [-1.0654, 0.9442, -0.4569], [1.3391, 0.7828, -0.0683], [0.0933, -0.0381, -0.3855], [-0.3335, -1.0920, 1.8426], [-0.1181, -1.1948, 0.4192], [0.4526, -0.7472, -3.3195], [-0.4503, -3.4433, 0.5058], [-0.0727, -3.4227, -2.0710], [-0.8205, 1.8337, 1.4993], [-1.1826, 3.0333, 0.2483], [1.0126, 2.8304, -0.7069], [1.3843, 2.7007, 1.0171], [-2.0123, 0.4865, -0.1637], [-1.1729, 1.3133, -1.4824], [2.0495, 0.7657, -0.9006], [1.8618, 0.3793, 0.8057], [-1.2732, -0.5739, 2.0694], [-0.3840, -2.1063, 2.2435], [0.4871, -0.5517, 2.3257]]}


{"formula": "C9H12O3", "method": "the ωB97M-V functional and the def2-TZVPD basis", "de_lowest_kcal_mol": 68.2, "smiles": "COc1ccc(OC)c(CO)c1", "gap_ev": 9.2, "homo_ev": -8.4313, "symbols": ["C", "C", "C", "C", "C", "C", "C", "C", "C", "H", "H", "H", "H", "H", "H", "H", "H", "H", "H", "H", "H", "O", "O", "O"], "positions_angstrom": [[-0.0912, -3.7686, 1.3164], [0.4393, -1.6358, 0.1142], [1.6345, -1.0830, 0.4490], [1.7384, 0.2181, 0.1178], [0.7221, 0.8491, -0.4620], [1.0406, 3.3847, -0.1564], [-0.5995, 0.3639, -0.5038], [-1.7052, 1.2166, -1.0876], [-0.7158, -1.0090, -0.2347], [-0.3537, -3.1660, 2.1188], [0.5719, -4.5638, 1.5690], [-0.9990, -4.2708, 1.0440], [2.3894, -1.7411, 0.8669], [2.6850, 0.7877, 0.3288], [-0.0441, 3.5605, -0.2391], [1.5720, 4.1156, -0.6393], [1.4480, 3.2788, 0.8550], [-1.3682, 2.2330, -0.9560], [-1.8101, 0.9187, -2.1210], [-3.5455, 1.7695, -0.6905], [-1.5493, -1.6066, -0.5175], [0.3641, -2.9799, 0.1987], [1.1199, 2.1182, -0.9420], [-2.9439, 1.0101, -0.4287]]}


{"formula": "C9H12OSi", "method": "the ωB97M-V functional and the def2-TZVPD basis", "de_lowest_kcal_mol": 82.6, "gap_ev": [6.8, 6.8], "homo_ev": [-7.1057, -7.1086], "symbols": ["C", "C", "C", "C", "C", "C", "C", "C", "C", "O", "Si", "H", "H", "H", "H", "H", "H", "H", "H", "H", "H", "H", "H"], "positions_angstrom": [[2.6778, -0.9090, -1.8199], [2.3000, -1.5861, -0.6700], [2.0719, 0.3024, -2.1320], [1.3304, -1.0635, 0.1612], [1.1164, 0.8429, -1.3031], [0.7396, 0.1870, -0.1134], [-0.5575, 1.6474, 1.5591], [-0.2742, 0.7050, 0.7032], [-1.9070, 1.9090, 2.1527], [-1.5547, -2.1071, -0.7583], [-2.5611, -1.1688, 0.0850], [3.4405, -1.3160, -2.4687], [2.7703, -2.5270, -0.4211], [2.3661, 0.8270, -3.0312], [1.0486, -1.5817, 1.0676], [0.6570, 1.7922, -1.5389], [0.2206, 2.3240, 1.9189], [-2.6161, 1.1476, 1.8219], [-2.2691, 2.8917, 1.8424], [-1.8544, 1.9035, 3.2443], [-0.6123, -1.9126, -0.8166], [-3.0285, -1.8267, 1.2879], [-3.5042, -0.4813, -0.7711]]}


{"formula": "C9H13BBr28InO2S", "method": "the ωB97M-V functional and the def2-TZVPD basis", "total_charge": -1, "gap_ev": 6.2, "homo_ev": -5.4430, "symbols": ["O", "B", "O", "In", "S", "Br", "H", "H", "H", "H", "C", "Br", "Br", "Br", "H", "C", "Br", "Br", "Br", "H", "C", "Br", "Br", "Br", "H", "C", "Br", "Br", "Br", "H", "C", "Br", "Br", "Br", "H", "C", "Br", "Br", "Br", "H", "C", "Br", "Br", "Br", "H", "C", "Br", "Br", "Br", "H", "C", "Br", "Br", "Br", "H"], "positions_angstrom": [[-1.7360, 3.4242, 1.4648], [-2.7309, 2.6580, 0.6467], [-2.4824, 1.2523, 0.2415], [-4.6380, 3.7998, 0.0233], [-6.7207, 2.4401, 0.5447], [-4.6069, 6.0752, 1.4159], [-2.2205, 4.1205, 1.9782], [-2.8716, 0.6428, 0.8994], [-4.5613, 4.1270, -1.7597], [-6.5745, 1.9656, 1.8493], [1.3650, 0.8939, 1.2100], [2.3105, 2.0215, 2.4762], [0.8959, -0.8253, 1.9867], [-0.1803, 1.7938, 0.4535], [2.0492, 0.6941, 0.3916], [2.1695, -1.5382, -2.4601], [3.3434, -0.1778, -1.7292], [2.3708, -3.2328, -1.5384], [0.3232, -0.9524, -2.5024], [2.4765, -1.6985, -3.4907], [-7.4662, 2.8974, -4.2632], [-5.8855, 3.7102, -5.0384], [-7.4318, 2.9785, -2.3293], [-9.0983, 3.6507, -4.9959], [-7.4509, 1.8452, -4.5376], [2.8109, -6.1664, 1.3292], [2.7518, -4.2680, 1.7142], [1.6158, -7.1706, 2.4791], [2.4856, -6.5392, -0.5470], [3.8215, -6.5038, 1.5484], [2.5632, 5.8898, 3.4177], [2.0055, 7.3487, 4.5670], [3.6364, 4.5899, 4.3788], [1.0580, 5.0654, 2.5187], [3.1989, 6.3182, 2.6466], [0.3752, 5.1895, -1.5825], [0.2737, 7.0922, -1.2185], [-0.8198, 4.1711, -0.4310], [0.0871, 4.7990, -3.4650], [1.3904, 4.8748, -1.3461], [2.4194, -10.7266, 4.2335], [3.5824, -9.3709, 4.9862], [2.6198, -12.4293, 5.1385], [0.5693, -10.1486, 4.1917], [2.7295, -10.8757, 3.2020], [-2.8737, 0.5750, -6.0385], [-4.6861, -0.1141, -6.0159], [-2.4913, 1.6475, -4.4719], [-1.5692, -0.8401, -6.2788], [-2.7936, 1.2313, -6.9016], [7.0421, -3.2394, 2.2021], [6.4703, -2.4699, 0.5176], [6.4624, -2.1747, 3.7140], [6.4870, -5.0894, 2.3709], [8.1292, -3.2318, 2.2044]]}


{"formula": "C9H13BF3O9", "method": "the ωB97M-V functional and the def2-TZVPD basis", "total_charge": -1, "gap_ev": 9.5, "homo_ev": -6.8813, "symbols": ["B", "H", "H", "H", "H", "C", "C", "O", "C", "O", "O", "F", "H", "H", "H", "C", "C", "O", "C", "O", "O", "F", "H", "H", "H", "C", "C", "O", "C", "O", "O", "F", "H", "H", "H"], "positions_angstrom": [[1.5257, 0.1974, -0.4285], [0.3451, 0.1141, -0.1291], [1.5050, 0.7848, -1.4749], [2.0646, 0.7933, 0.4694], [1.9627, -0.9270, -0.4609], [-0.7805, -2.3697, -0.3955], [-0.1721, -2.5522, -1.7691], [-1.2119, -3.1508, -2.5010], [-2.1160, -3.6978, -1.6419], [-3.0392, -4.3648, -1.9796], [-1.8135, -3.3667, -0.3732], [0.8671, -3.4438, -1.7161], [-1.1541, -1.3782, -0.1583], [-0.0268, -2.5719, 0.3622], [0.1796, -1.6321, -2.2235], [0.8537, 0.4107, 2.8847], [1.2188, -1.0549, 2.9644], [0.2279, -1.6106, 3.7855], [-0.3710, -0.6055, 4.5004], [-1.0535, -0.7891, 5.4532], [-0.0892, 0.5786, 3.9442], [2.4217, -1.2195, 3.6235], [0.4110, 0.6466, 1.9223], [1.7360, 1.0346, 2.9997], [1.2354, -1.5640, 2.0076], [-0.1025, 2.3782, -2.4519], [-0.0734, 3.0418, -1.0787], [-1.2133, 3.8492, -1.1136], [-1.4791, 4.1884, -2.4105], [-2.1648, 5.1052, -2.7338], [-0.8831, 3.3278, -3.2374], [1.0567, 3.8090, -0.9660], [-0.6482, 1.4406, -2.5109], [0.8734, 2.2658, -2.9044], [-0.0924, 2.3327, -0.2583]]}


Number 1: M 150.2 g/mol, E_tot -479.62324 Eh. Number 2: M 166.2 g/mol, E_tot -555.38591 Eh. Number 3: M 168.2 g/mol, E_tot -575.75585 Eh. Number 4: M 164.3 g/mol, E_tot -714.78164 Eh. Number 5: M 2548.2 g/mol, E_tot -73186.72249 Eh. Number 6: M 333.0 g/mol, E_tot -1352.45981 Eh.